{
  "formula": "C5H8O2",
  "method": "wB97M-V/def2-TZVPD",
  "elements": ["C", "C", "C", "C", "O", "C", "O", "H", "H", "H", "H", "H", "H", "H", "H"],
  "xyz": [[-2.195, 0.104, -0.750], [-1.121, -0.442, 0.180], [0.263, 0.090, -0.147], [1.314, -0.461, 0.771], [1.120, -1.231, 1.696], [2.714, -0.140, 0.493], [2.983, 1.146, 0.351], [-2.255, 1.197, -0.690], [-3.177, -0.300, -0.488], [-1.991, -0.162, -1.794], [-1.092, -1.536, 0.132], [-1.351, -0.196, 1.222], [0.554, -0.128, -1.187], [0.324, 1.186, -0.058], [3.912, 0.871, 0.269]],
  "mulliken_charge": [-1.254, -0.253, -0.614, 1.030, -0.537, -0.900, -0.253, 0.321, 0.349, 0.320, 0.308, 0.296, 0.330, 0.286, 0.570],
  "e_lumo_ev": -0.2,
  "gap_ev": 8.73,
  "energy_ev": -9406.37617,
  "e_above_lowest_kcal_mol": 79.7,
  "homo_ev": -8.97
}

=====

{
  "formula": "C2H6N2O3",
  "method": "wB97M-V/def2-TZVPD",
  "elements": ["C", "C", "N", "O", "N", "O", "O", "H", "H", "H", "H", "H", "H"],
  "xyz": [[1.230, 0.613, 0.923], [-0.277, 0.557, 0.754], [-0.763, -0.267, -0.317], [-1.523, -1.478, 0.046], [-0.181, -0.374, -1.585], [0.272, 0.676, -2.026], [-0.372, -1.408, -2.213], [1.622, 1.330, 0.194], [1.438, 1.030, 1.936], [1.630, -0.404, 0.756], [-0.765, 0.125, 1.729], [-0.909, 1.544, 0.585], [-1.401, -1.944, -0.781]],
  "mulliken_charge": [-0.981, -0.408, 0.077, -0.404, 1.087, -0.577, -0.732, 0.304, 0.336, 0.299, 0.330, 0.294, 0.375],
  "e_lumo_ev": [0.3, 0.3],
  "gap_ev": [10.17, 10.17],
  "smiles": "CCN(O)[N+](=O)[O-]",
  "energy_ev": -11288.28151,
  "e_above_lowest_kcal_mol": 162.5,
  "homo_ev": [-9.83, -9.83]
}

=====

{
  "formula": "C43H34ClNOP3S2Tc",
  "method": "wB97M-V/def2-TZVPD",
  "elements": ["Tc", "S", "P", "C", "P", "S", "C", "C", "C", "C", "C", "C", "C", "C", "C", "C", "C", "C", "C", "C", "C", "C", "C", "C", "C", "C", "C", "C", "C", "C", "H", "H", "H", "H", "H", "H", "H", "H", "H", "H", "H", "H", "H", "H", "H", "H", "H", "H", "H", "H", "Cl", "C", "C", "C", "C", "C", "C", "P", "C", "C", "C", "C", "C", "C", "C", "C", "C", "C", "C", "C", "H", "H", "H", "H", "H", "H", "H", "H", "H", "H", "H", "H", "H", "H", "O", "N"],
  "xyz": [[0.149, -0.396, -0.790], [0.805, -1.990, 1.004], [2.468, -0.858, 1.086], [1.665, 0.468, 0.248], [0.871, 1.854, 1.003], [-1.027, 1.322, 0.578], [1.465, 3.371, 0.285], [2.440, 3.373, -0.711], [2.863, 4.580, -1.247], [2.306, 5.769, -0.797], [1.324, 5.765, 0.188], [0.898, 4.567, 0.736], [1.147, 1.992, 2.789], [2.212, 2.760, 3.282], [2.468, 2.827, 4.668], [1.692, 2.108, 5.551], [0.672, 1.291, 5.060], [0.389, 1.247, 3.671], [3.006, -0.579, 2.798], [2.288, -1.103, 3.868], [2.791, -0.984, 5.185], [3.988, -0.323, 5.425], [4.664, 0.260, 4.367], [4.178, 0.128, 3.048], [3.908, -1.410, 0.207], [4.434, -2.671, 0.500], [5.597, -3.079, -0.128], [6.230, -2.236, -1.036], [5.705, -0.982, -1.325], [4.539, -0.563, -0.704], [2.858, 2.442, -1.073], [3.620, 4.594, -2.019], [2.634, 6.710, -1.220], [0.888, 6.696, 0.523], [0.123, 4.565, 1.494], [2.819, 3.348, 2.605], [3.262, 3.469, 5.029], [1.873, 2.173, 6.616], [0.050, 0.727, 5.743], [-0.440, 0.651, 3.308], [1.373, -1.657, 3.696], [2.247, -1.443, 6.000], [4.383, -0.256, 6.430], [5.596, 0.786, 4.532], [4.770, 0.525, 2.231], [3.938, -3.330, 1.204], [6.012, -4.054, 0.086], [7.140, -2.561, -1.523], [6.203, -0.336, -2.035], [4.122, 0.411, -0.933], [-1.232, 0.639, -2.583], [-1.702, -0.773, -3.565], [-1.919, -0.591, -4.909], [-2.325, -1.702, -5.645], [-2.501, -2.933, -5.030], [-2.280, -3.078, -3.667], [-1.876, -1.986, -2.901], [-1.641, -2.087, -1.101], [-1.369, -3.813, -0.717], [-0.203, -4.421, -1.193], [-0.012, -5.777, -1.003], [-0.973, -6.526, -0.331], [-2.126, -5.923, 0.147], [-2.333, -4.563, -0.048], [-3.155, -1.510, -0.327], [-4.273, -1.139, -1.067], [-5.409, -0.679, -0.414], [-5.433, -0.595, 0.970], [-4.317, -0.969, 1.713], [-3.177, -1.417, 1.068], [-1.777, 0.372, -5.380], [-2.498, -1.596, -6.708], [-2.815, -3.786, -5.616], [-2.420, -4.039, -3.189], [0.543, -3.844, -1.729], [0.880, -6.257, -1.381], [-0.821, -7.587, -0.187], [-2.875, -6.510, 0.660], [-3.244, -4.100, 0.307], [-4.276, -1.217, -2.147], [-6.278, -0.395, -0.991], [-6.323, -0.244, 1.473], [-4.344, -0.914, 2.793], [-2.309, -1.708, 1.651], [1.966, -1.599, -2.664], [1.208, -1.199, -1.920]],
  "lowdin_spin": [-0.016, 0.001, -0.002, 0.005, -0.003, 0.000, 0.000, 0.000, 0.001, 0.000, 0.001, 0.001, 0.009, 0.156, 0.070, 0.010, 0.176, 0.117, 0.001, 0.107, 0.128, -0.002, 0.103, 0.116, 0.000, 0.000, 0.000, 0.000, 0.000, 0.000, 0.000, 0.000, 0.000, 0.000, 0.000, 0.004, 0.001, -0.001, 0.004, 0.002, 0.001, 0.003, -0.002, 0.003, 0.002, 0.000, 0.000, 0.000, 0.000, 0.000, -0.001, 0.000, 0.000, 0.000, 0.000, 0.000, 0.000, 0.000, 0.000, 0.000, 0.000, 0.000, 0.000, 0.000, 0.000, 0.000, 0.000, 0.000, 0.000, 0.000, 0.000, 0.000, 0.000, 0.000, 0.000, 0.000, 0.000, 0.000, 0.000, 0.000, 0.000, 0.000, 0.000, 0.000, 0.004, 0.003],
  "multiplicity": 2,
  "e_lumo_ev": [-9.6, -12.1],
  "charge": 3,
  "s_squared": 0.763,
  "gap_ev": [6.16, 3.62],
  "energy_ev": -112912.77189,
  "homo_ev": [-15.76, -15.75]
}

=====

{
  "formula": "C22H25N7OPdS2",
  "method": "wB97M-V/def2-TZVPD",
  "elements": ["Pd", "N", "C", "C", "C", "C", "C", "C", "N", "C", "C", "C", "S", "C", "N", "H", "H", "H", "H", "H", "H", "H", "C", "C", "C", "C", "N", "C", "N", "N", "N", "H", "H", "H", "H", "H", "H", "H", "H", "H", "H", "C", "S", "O", "C", "C", "C", "C", "C", "C", "H", "H", "H", "H", "H", "H", "H", "H"],
  "xyz": [[-0.994, 0.861, -0.930], [-0.641, 2.607, 2.855], [-0.732, 1.340, 3.433], [-0.721, 0.927, 4.761], [-0.793, -0.433, 4.974], [-0.863, -1.347, 3.905], [-0.873, -0.923, 2.593], [-0.818, 0.449, 2.369], [-0.795, 1.183, 1.181], [-0.672, 2.447, 1.522], [-0.527, 3.473, 0.494], [-0.510, 4.822, 0.577], [-0.278, 5.484, -0.976], [-0.247, 3.932, -1.654], [-0.375, 2.971, -0.780], [-0.525, 3.479, 3.345], [-0.651, 1.626, 5.584], [-0.787, -0.807, 5.989], [-0.905, -2.405, 4.126], [-0.921, -1.622, 1.767], [-0.614, 5.452, 1.446], [-0.112, 3.764, -2.713], [4.470, -2.727, -1.127], [5.114, -1.460, -1.680], [4.985, -1.380, -3.197], [4.597, -0.200, -0.993], [3.137, -0.006, -1.184], [2.113, -0.513, -0.516], [1.003, -0.127, -1.111], [1.393, 0.648, -2.159], [2.664, 0.732, -2.210], [4.969, -3.609, -1.528], [3.419, -2.802, -1.426], [4.531, -2.787, -0.037], [6.176, -1.477, -1.417], [3.937, -1.328, -3.507], [5.413, -2.268, -3.661], [5.499, -0.509, -3.606], [5.057, 0.697, -1.399], [4.764, -0.221, 0.083], [2.200, -1.153, 0.346], [-5.278, 0.851, -1.951], [-4.108, 1.049, -0.636], [-2.921, 1.786, -1.296], [-3.527, -0.612, -0.447], [-3.936, -1.376, 0.628], [-3.423, -2.664, 0.759], [-2.474, -3.144, -0.135], [-2.052, -2.353, -1.196], [-2.588, -1.079, -1.367], [-4.785, 0.379, -2.800], [-5.639, 1.847, -2.205], [-6.099, 0.241, -1.572], [-4.642, -0.985, 1.351], [-3.756, -3.286, 1.580], [-2.076, -4.143, -0.016], [-1.342, -2.736, -1.918], [-2.441, -0.565, -2.315]],
  "lowdin_spin": [1.457, -0.001, 0.005, 0.001, 0.000, -0.001, 0.001, 0.013, 0.129, 0.005, 0.005, 0.001, 0.008, 0.006, 0.101, 0.000, 0.000, 0.000, 0.000, 0.000, 0.000, 0.001, 0.000, 0.000, 0.000, 0.001, 0.004, 0.010, 0.056, 0.010, 0.002, 0.000, 0.000, 0.000, 0.000, 0.000, 0.000, 0.000, 0.000, 0.000, 0.000, 0.005, 0.013, 0.086, 0.022, -0.004, 0.024, -0.005, 0.024, 0.011, 0.000, 0.000, 0.001, 0.000, 0.001, -0.001, 0.001, 0.005],
  "multiplicity": 3,
  "e_lumo_ev": [-5.4, -7.4],
  "charge": 2,
  "s_squared": 2.007,
  "gap_ev": [8.77, 6.72],
  "energy_ev": -60833.15551,
  "e_above_lowest_kcal_mol": 8.1,
  "homo_ev": [-14.19, -14.17]
}